The following is a DFT calculation (ωB97M-V with the def2-TZVPD basis set) of a molecular structure, C27H22F3IrN3O5PS4Te2.

Summary:
molecular weight = 1132.142 g/mol
energy above the lowest of the compared OMol25 structures with the same formula, charge and spin = 229.0 kJ/mol
frontier orbital gap = 5.0784 eV
max |F| = 2.49 eV/Å

```
! RIJCOSX wB97M-V def2-TZVPD def2/J DEFGRID3
* xyz -2 1
Ir -0.40199 0.91421 -1.12792
O -1.17577 3.99187 -7.28714
C -1.14145 3.44301 -6.20997
S -0.79084 1.72796 -5.99567
C -1.01951 1.66528 -4.24852
C -1.28086 2.84211 -3.62860
S -1.57370 2.99989 -1.94971
S -1.44881 4.24559 -4.67643
S -1.07981 0.12632 -3.49132
C -5.04604 -3.24855 0.14112
C -4.09637 -2.73608 -0.93329
O -3.24880 -1.71525 -0.43971
P -3.60056 -0.14825 -0.57000
O -2.36155 0.55704 -0.07939
Te -4.66741 0.34785 -2.63566
O -4.69373 -0.03393 0.65122
C -5.71854 0.94155 0.62312
C -5.19041 2.35890 0.77784
H -5.71590 -3.99928 -0.28020
H -5.63923 -2.42401 0.53426
H -4.47389 -3.68120 0.96276
H -4.67402 -2.35324 -1.78407
H -3.43724 -3.53286 -1.28730
H -6.40048 0.68450 1.44105
H -6.26013 0.86121 -0.32834
H -4.71130 2.48929 1.74898
H -6.00479 3.07789 0.67190
H -4.44928 2.55125 0.00115
F 3.43277 -7.62936 1.00760
C 3.89315 -6.45915 1.52394
F 5.21620 -6.44268 1.26229
F 3.79184 -6.62524 2.87193
C 3.16373 -5.26180 1.03540
C 3.82417 -4.21335 0.39938
C 3.12307 -3.09521 -0.00251
C 1.73906 -2.98624 0.21811
C 1.08915 -4.06553 0.84354
C 1.78656 -5.18294 1.24577
C 1.03099 -1.82346 -0.16552
C 0.44225 -0.79532 -0.45062
H 4.88834 -4.28979 0.22031
H 3.63393 -2.28297 -0.50060
H 0.02198 -4.00454 1.00504
H 1.28082 -6.01366 1.72268
C 0.32253 2.44763 3.15258
Te 0.14172 2.79119 0.98803
C 2.18010 2.05159 1.14155
C 2.69175 2.48468 2.47404
C 4.04017 2.68971 2.72615
C 4.46555 3.10933 3.97948
C 3.53565 3.34027 4.98098
C 2.18491 3.13939 4.73256
C 1.75438 2.70309 3.48724
H 0.07381 1.39721 3.31611
H -0.36552 3.06242 3.72890
H 2.78246 2.42746 0.31985
H 2.13494 0.96426 1.05837
H 4.76048 2.52824 1.93397
H 5.52034 3.26684 4.16634
H 3.86513 3.67678 5.95633
H 1.46344 3.32708 5.51895
O 1.43241 1.56885 -1.67515
N 2.12056 1.06782 -2.65911
C 2.33390 1.77466 -3.74103
C 3.04679 1.19121 -4.81473
N 3.64830 0.78680 -5.70891
C 2.00741 3.14657 -3.89977
N 1.80323 4.27511 -3.99962
*
```